Entry 1:
The following is a DFT calculation (ωB97M-V/def2-TZVPD) of 3 unconnected molecules or ions with the total composition C3H10NO3S at a distorted geometry.

Cartesian coordinates (Å):
O  -0.729124  0.105329  -1.012690
C  -0.049306  0.941085  -0.328130
C  1.424553  0.610504  0.041546
C  1.493580  1.232143  1.440048
S  -0.298137  1.082141  1.860002
N  1.636937  -0.805924  -0.024576
H  -0.263164  1.999048  -0.523712
H  2.116588  1.124542  -0.641170
H  2.022459  0.645917  2.179650
H  1.768097  2.285858  1.321289
H  2.443193  -1.072929  -0.556143
H  0.816616  -1.300687  -0.332754
H  -2.219485  -2.004140  0.734010
H  -1.743813  -1.179750  -0.447473
O  -2.433357  -1.840019  -0.189915
H  -0.301879  -0.895952  -2.522188
H  -1.199054  -2.070725  -2.778443
O  -0.331339  -1.737698  -3.042450

Cartesian forces (eV/Å) of the 3 atoms listed first:
0.2 0.3 0.2
-0.3 -0.3 -0.1
-0.1 0.5 -0.1

lowest unoccupied orbital energy	3.708	eV
charge	-1
F_max	1.25	eV Å⁻¹
orbital gap	7.73	eV
spin multiplicity	1
highest occupied orbital energy	-0.14777	Ha

The net atomic charges from natural (NBO), expressed in e, are: number 1, O, carries -0.84; number 2, C, carries 0.30; number 3, C, carries -0.14; number 4, C, carries -0.51; number 5, S, carries -0.31; number 6, N, carries -0.86; number 7, H, carries 0.13; number 8, H, carries 0.15; number 9, H, carries 0.21; number 10, H, carries 0.18; number 11, H, carries 0.35; number 12, H, carries 0.39; number 13, H, carries 0.46; number 14, H, carries 0.51; number 15, O, carries -1.00; number 16, H, carries 0.51; number 17, H, carries 0.47; number 18, O, carries -0.99



Entry 2:
The following is a DFT calculation (ωB97M-V/def2-TZVPD) of 2 unconnected molecules or ions with the total composition C7H17N3.

Cartesian coordinates (Å):
C  0.945382  -0.011692  -1.398592
C  0.192243  -1.877059  1.040095
C  -2.781640  1.135834  -0.824101
C  1.340807  1.415549  -1.288085
C  2.040024  -1.027780  -1.297526
N  0.305731  -0.447816  0.718434
C  -1.000307  0.203154  0.632391
C  -1.433499  0.548209  -0.564438
N  1.168313  0.251098  1.631892
N  -1.570555  0.410494  1.948828
H  0.181192  -0.245833  -2.116502
H  0.586915  0.533228  2.425789
H  1.879639  -0.392236  1.963999
H  -2.172803  1.223262  1.950008
H  -2.124155  -0.380334  2.263748
H  1.182360  -2.337215  1.042242
H  -0.421857  -2.353669  0.277098
H  -0.261643  -2.029006  2.027362
H  -3.301128  0.573368  -1.607108
H  -3.460523  1.172393  0.047490
H  -2.689122  2.158563  -1.206095
H  0.567904  2.070539  -1.683970
H  1.663185  -2.049524  -1.257015
H  1.521492  1.683739  -0.242524
H  2.289589  1.573460  -1.821795
H  2.706488  -0.851045  -0.450469
H  2.645967  -0.949678  -2.211158

Cartesian forces (eV/Å) of the 3 atoms listed first:
-0.1 0.0 0.3
0.0 0.2 0.0
-0.2 0.1 0.1

lowest unoccupied orbital energy (alpha / beta)	0.580 / 0.578	eV
charge	0
F_max	0.43	eV Å⁻¹
orbital gap (alpha / beta)	6.97 / 6.96	eV
spin multiplicity	1
highest occupied orbital energy (alpha / beta)	-0.23469 / -0.23460	Ha

The net atomic charges from natural (NBO), expressed in e, are: number 1, C, carries 0.18; number 2, C, carries -0.43; number 3, C, carries -0.68; number 4, C, carries -0.71; number 5, C, carries -0.69; number 6, N, carries -0.23; number 7, C, carries 0.09; number 8, C, carries -0.20; number 9, N, carries -0.68; number 10, N, carries -0.90; number 11, H, carries 0.22; number 12, H, carries 0.38; number 13, H, carries 0.34; number 14, H, carries 0.38; number 15, H, carries 0.36; number 16, H, carries 0.19; number 17, H, carries 0.22; number 18, H, carries 0.19; number 19, H, carries 0.22; number 20, H, carries 0.17; number 21, H, carries 0.21; number 22, H, carries 0.24; number 23, H, carries 0.22; number 24, H, carries 0.26; number 25, H, carries 0.21; number 26, H, carries 0.21; number 27, H, carries 0.23



Entry 3:
The following is a DFT calculation (ωB97M-V/def2-TZVPD) of a molecular structure, C47H46INO2PdS2 at a distorted geometry.

Cartesian coordinates (Å):
Pd  0.522368  0.173422  -1.074305
C  -0.840127  7.285346  0.468514
C  -0.339434  5.870561  0.487004
C  0.990285  5.597957  0.812882
C  1.480510  4.304157  0.809779
C  0.613232  3.267487  0.486543
C  -0.710781  3.504512  0.147897
C  -1.178542  4.806855  0.155403
S  1.267897  1.632060  0.470883
O  2.728048  1.736749  0.484111
C  0.763935  0.906244  2.011943
C  0.881517  1.669421  3.192124
C  0.705081  1.055064  4.393041
C  0.459933  -0.339135  4.467487
C  0.333017  -0.985579  5.720443
C  0.137723  -2.334031  5.793981
C  0.068823  -3.102442  4.612966
C  0.171417  -2.505639  3.388913
C  0.358565  -1.104207  3.277487
C  0.481333  -0.435275  2.019149
C  0.225522  -1.250516  0.776356
C  -1.131615  -1.829630  0.661068
C  -2.206689  -1.320592  1.366089
C  -3.445729  -1.949960  1.305553
C  -3.663480  -3.111214  0.551612
C  -2.620061  -3.647247  -0.147053
C  -1.338893  -3.021275  -0.113032
C  -0.292591  -3.582427  -0.799634
C  1.013661  -2.946537  -0.936737
C  1.228936  -1.793055  0.010357
S  2.992754  -1.342889  0.271604
O  3.526321  -1.345019  -1.112048
C  3.494012  -2.870882  1.040088
C  4.062882  -3.875258  0.270707
C  4.469836  -5.044896  0.893644
C  4.324404  -5.217630  2.269562
C  4.805969  -6.470208  2.943470
C  3.767299  -4.180298  3.019171
C  3.362746  -3.001591  2.416384
H  -0.482764  7.837666  1.336856
H  -1.927489  7.324719  0.455626
H  -0.473326  7.803459  -0.419510
H  1.654975  6.414568  1.065394
H  2.518642  4.095466  1.031468
H  -1.371313  2.692226  -0.113374
H  -2.211314  5.002471  -0.106112
H  1.103704  2.726265  3.128818
H  0.768726  1.623353  5.312231
H  0.405611  -0.389430  6.621027
H  0.047571  -2.820140  6.755729
H  -0.053287  -4.175407  4.679972
H  0.152673  -3.126127  2.501716
H  -2.078871  -0.443894  1.987686
H  -4.269732  -1.531560  1.870070
H  -4.640014  -3.573797  0.535846
H  -2.742654  -4.547559  -0.736249
H  -0.449879  -4.507353  -1.345380
H  1.814032  -3.681507  -0.775550
H  4.220071  -3.718524  -0.790255
H  4.926561  -5.830563  0.304839
H  4.905780  -7.290491  2.235284
H  4.127167  -6.777490  3.738275
H  5.784674  -6.301438  3.396466
H  3.672984  -4.290578  4.092682
H  2.968558  -2.187659  3.013775
I  1.053082  -4.208477  -3.789392
C  1.145771  -2.554085  -2.454721
H  0.364387  -1.852345  -2.739085
H  2.129587  -2.112617  -2.571279
C  -4.404750  3.360815  -4.523034
C  -3.754710  2.567088  -3.422933
C  -4.453860  2.219404  -2.277960
C  -3.857286  1.478016  -1.252736
C  -4.638785  1.188295  -0.001335
C  -2.554080  1.061154  -1.414930
C  -1.787311  1.431584  -2.540712
C  -2.420233  2.193029  -3.534659
N  -0.469212  0.990536  -2.589609
C  0.459771  1.486203  -3.660761
C  0.570042  3.018106  -3.672559
C  1.867103  0.948422  -3.376136
C  0.052897  0.868719  -5.011980
H  -5.465133  3.509446  -4.331130
H  -4.301814  2.852899  -5.482302
H  -3.939079  4.342503  -4.620872
H  -5.485705  2.534885  -2.170808
H  -5.527543  0.594025  -0.220499
H  -4.978722  2.116213  0.459940
H  -4.033393  0.658641  0.731222
H  -2.069657  0.479457  -0.637260
H  -1.900600  2.492677  -4.425367
H  1.054282  3.355942  -2.752857
H  -0.375291  3.542263  -3.758296
H  1.201652  3.318047  -4.508660
H  2.218115  1.155121  -2.357536
H  2.577883  1.453419  -4.030811
H  1.948982  -0.119463  -3.582414
H  -0.859194  1.267848  -5.439724
H  -0.066600  -0.210943  -4.904361
H  0.858234  1.044094  -5.725180

Cartesian forces (eV/Å) of the 3 atoms listed first:
-1.1 0.0 0.4
0.0 0.0 0.0
0.0 0.0 0.0

lowest unoccupied orbital energy	-8.023	eV
charge	+2
F_max	1.14	eV Å⁻¹
orbital gap	4.80	eV
spin multiplicity	1
highest occupied orbital energy	-0.47138	Ha

Atomic partial charges in e from the Mulliken method, atoms 1 to 99: number 1, Pd, carries 0.65; number 2, C, carries -1.58; number 3, C, carries 0.95; number 4, C, carries -0.90; number 5, C, carries -0.27; number 6, C, carries -0.08; number 7, C, carries -0.24; number 8, C, carries -1.00; number 9, S, carries 3.10; number 10, O, carries -0.89; number 11, C, carries 0.40; number 12, C, carries -1.11; number 13, C, carries -1.29; number 14, C, carries 0.50; number 15, C, carries -0.86; number 16, C, carries -0.93; number 17, C, carries -0.77; number 18, C, carries -0.47; number 19, C, carries 1.23; number 20, C, carries -0.95; number 21, C, carries 0.14; number 22, C, carries 0.83; number 23, C, carries -0.57; number 24, C, carries -0.67; number 25, C, carries -1.04; number 26, C, carries -0.90; number 27, C, carries 0.82; number 28, C, carries -0.82; number 29, C, carries 1.26; number 30, C, carries -0.65; number 31, S, carries 0.72; number 32, O, carries -0.75; number 33, C, carries 0.01; number 34, C, carries -0.45; number 35, C, carries -0.95; number 36, C, carries 0.91; number 37, C, carries -1.51; number 38, C, carries -1.07; number 39, C, carries -0.24; number 40, H, carries 0.41; number 41, H, carries 0.38; number 42, H, carries 0.32; number 43, H, carries 0.45; number 44, H, carries 0.62; number 45, H, carries -0.15; number 46, H, carries 0.44; number 47, H, carries 0.62; number 48, H, carries 0.44; number 49, H, carries 0.49; number 50, H, carries 0.42; number 51, H, carries 0.53; number 52, H, carries 0.31; number 53, H, carries 0.86; number 54, H, carries 0.57; number 55, H, carries 0.48; number 56, H, carries 0.54; number 57, H, carries 0.55; number 58, H, carries 0.06; number 59, H, carries 0.54; number 60, H, carries 0.42; number 61, H, carries 0.38; number 62, H, carries 0.39; number 63, H, carries 0.32; number 64, H, carries 0.46; number 65, H, carries 0.79; number 66, I, carries 0.22; number 67, C, carries -1.96; number 68, H, carries 0.54; number 69, H, carries 0.56; number 70, C, carries -1.64; number 71, C, carries -0.39; number 72, C, carries -0.72; number 73, C, carries 1.02; number 74, C, carries -1.62; number 75, C, carries -0.30; number 76, C, carries 0.68; number 77, C, carries -0.35; number 78, N, carries 0.95; number 79, C, carries 1.07; number 80, C, carries -1.54; number 81, C, carries -1.98; number 82, C, carries -1.47; number 83, H, carries 0.42; number 84, H, carries 0.37; number 85, H, carries 0.34; number 86, H, carries 0.43; number 87, H, carries 0.45; number 88, H, carries 0.45; number 89, H, carries -0.01; number 90, H, carries -0.04; number 91, H, carries 0.71; number 92, H, carries 0.27; number 93, H, carries 0.34; number 94, H, carries 0.52; number 95, H, carries 0.57; number 96, H, carries 0.56; number 97, H, carries 0.24; number 98, H, carries 0.37; number 99, H, carries 0.28